ORCA calculation (the ωB97M-V functional and the def2-TZVPD basis) on one molecule with the formula C5H12N2S in a non-equilibrium geometry.

Computed properties:
SMILES: CC(C)/C(CN)=N\S
ΔE to the lowest compared entry with this formula, charge and spin (kcal/mol): 9.6
Orbital gap (eV): 9.7
HOMO level (eV): -8.8

Each atom is followed by the atoms it is bonded to, with distances in Å.
CARTESIAN COORDINATES (ANGSTROEM)
1 C -0.938 1.533 -1.071  C2 1.513, H9 1.095, H10 1.094, H11 1.092
2 C -0.047 0.791 -0.099  C1 1.513, C3 1.540, C4 1.526, H12 1.098
3 C -0.369 1.146 1.364  C2 1.540, H13 1.094, H14 1.095, H15 1.093
4 C -0.051 -0.724 -0.275  C2 1.526, C5 1.488, N7 1.247
5 C 1.291 -1.276 -0.600  C4 1.488, N6 1.457, H16 1.098, H17 1.093
6 N 2.254 -0.965 0.447  C5 1.457, H18 0.984, H19 1.036
7 N -0.975 -1.540 -0.088  C4 1.247, S8 1.707
8 S -2.602 -1.105 0.187  N7 1.707, H20 1.334
9 H -0.717 1.182 -2.084  C1 1.095
10 H -2.011 1.439 -0.878  C1 1.094
11 H -0.700 2.599 -1.056  C1 1.092
12 H 0.985 1.095 -0.319  C2 1.098
13 H -1.323 0.753 1.728  C3 1.094
14 H -0.424 2.234 1.470  C3 1.095
15 H 0.438 0.792 2.011  C3 1.093
16 H 1.211 -2.346 -0.839  C5 1.098
17 H 1.604 -0.734 -1.496  C5 1.093
18 H 2.153 -1.449 1.298  N6 0.984
19 H 3.239 -1.051 0.135  N6 1.036
20 H -3.020 -2.371 0.166  S8 1.334


ORCA calculation (the ωB97M-V functional and the def2-TZVPD basis) on one molecule with the formula C14H9IN2O2S in a non-equilibrium geometry.

Computed properties:
SMILES: Cc1nc2c(s1)C(=O)C=C(Nc1ccc(I)cc1)C2=O
ΔE to the lowest compared entry with this formula, charge and spin (kcal/mol): 0.0
Orbital gap (eV): 6.9
HOMO level (eV): -8.5

Each atom is followed by the atoms it is bonded to, with distances in Å.
CARTESIAN COORDINATES (ANGSTROEM)
1 C -0.531 5.651 2.377  C2 1.500, H21 1.078, H22 1.100, H23 1.096
2 C -0.166 4.316 1.795  C1 1.500, N3 1.327, S6 1.748
3 N -0.979 3.285 1.988  C2 1.327, C4 1.416
4 C -0.317 2.175 1.409  N3 1.416, C5 1.400, C19 1.486
5 C 0.934 2.430 0.834  C4 1.400, S6 1.758, C7 1.418
6 S 1.379 4.123 1.000  C2 1.748, C5 1.758
7 C 1.734 1.441 0.208  C5 1.418, O8 1.215, C9 1.460
8 O 2.856 1.691 -0.186  C7 1.215
9 C 1.137 0.128 -0.015  C7 1.460, C10 1.383, H24 1.086
10 C -0.092 -0.233 0.506  C9 1.383, N11 1.406, C19 1.493
11 N -0.719 -1.458 0.219  C10 1.406, C12 1.409, H25 1.048
12 C -0.345 -2.464 -0.693  N11 1.409, C13 1.388, C18 1.414
13 C -1.379 -2.924 -1.496  C12 1.388, C14 1.409, H26 1.090
14 C -1.143 -3.889 -2.495  C13 1.409, C15 1.402, H27 1.092
15 C 0.123 -4.484 -2.593  C14 1.402, I16 2.240, C17 1.364
16 I 0.549 -6.025 -4.161  C15 2.240
17 C 1.147 -3.999 -1.834  C15 1.364, C18 1.396, H28 1.089
18 C 0.950 -3.004 -0.875  C12 1.414, C17 1.396, H29 1.079
19 C -0.831 0.784 1.313  C4 1.486, C10 1.493, O20 1.237
20 O -1.870 0.389 1.854  C19 1.237
21 H -1.597 5.794 2.304  C1 1.078
22 H -0.021 6.518 1.933  C1 1.100
23 H -0.310 5.636 3.450  C1 1.096
24 H 1.666 -0.578 -0.648  C9 1.086
25 H -1.731 -1.487 0.491  N11 1.048
26 H -2.378 -2.512 -1.356  C13 1.090
27 H -1.970 -4.196 -3.139  C14 1.092
28 H 2.140 -4.435 -1.938  C17 1.089
29 H 1.763 -2.670 -0.252  C18 1.079


ORCA calculation (the ωB97M-V functional and the def2-TZVPD basis) on one molecule with the formula C5H8N2 in a non-equilibrium geometry.

Computed properties:
SMILES: Cn1ccc(N)c1
ΔE to the lowest compared entry with this formula, charge and spin (kcal/mol): 29.1
Orbital gap (eV): 8.5
HOMO level (eV): -7.5

Each atom is followed by the atoms it is bonded to, with distances in Å.
CARTESIAN COORDINATES (ANGSTROEM)
1 C -1.426 -1.153 -1.529  N2 1.486, H8 1.100, H9 1.101, H10 1.293
2 N -0.597 -0.343 -0.600  C1 1.486, C3 1.370, C7 1.409
3 C -1.133 0.095 0.582  N2 1.370, C4 1.367, H11 1.080
4 C -0.152 0.582 1.401  C3 1.367, C5 1.426, H12 1.084
5 C 1.070 0.510 0.670  C4 1.426, N6 1.412, C7 1.381
6 N 2.313 0.908 1.211  C5 1.412, H13 1.014, H14 1.011
7 C 0.782 -0.054 -0.557  N2 1.409, C5 1.381, H15 1.084
8 H -2.403 -0.649 -1.475  C1 1.100
9 H -1.052 -0.960 -2.546  C1 1.101
10 H -1.631 -2.418 -1.360  C1 1.293
11 H -2.199 0.020 0.743  C3 1.080
12 H -0.268 0.884 2.435  C4 1.084
13 H 2.216 1.668 1.875  N6 1.014
14 H 3.017 1.153 0.528  N6 1.011
15 H 1.462 -0.241 -1.379  C7 1.084


ORCA calculation (the ωB97M-V functional and the def2-TZVPD basis) on a 2-piece molecular cluster, C4H13NO2 overall in a non-equilibrium geometry.

Computed properties:
SMILES: CN(C)CCO.O
ΔE to the lowest compared entry with this formula, charge and spin (kcal/mol): 37.7
Orbital gap (eV): 8.7
HOMO level (eV): -8.1

Each atom is followed by the atoms it is bonded to, with distances in Å.
CARTESIAN COORDINATES (ANGSTROEM)
1 C -0.982 -1.126 1.182  N2 1.464, H7 1.083, H8 1.091, H9 1.093
2 N -0.014 -1.388 0.116  C1 1.464, C3 1.462, C4 1.481
3 C 1.208 -1.964 0.677  N2 1.462, H10 1.085, H11 1.075, H12 1.082
4 C 0.236 -0.230 -0.773  N2 1.481, C5 1.535, H13 1.092, H14 1.085
5 C 1.598 0.480 -0.779  C4 1.535, O6 1.444, H15 1.086, H16 1.088
6 O 1.424 1.695 -1.539  C5 1.444, H17 0.960
7 H -1.776 -1.863 1.171  C1 1.083
8 H -1.507 -0.188 0.998  C1 1.091
9 H -0.500 -0.990 2.153  C1 1.093
10 H 0.961 -2.622 1.504  C3 1.085
11 H 1.739 -2.540 -0.058  C3 1.075
12 H 1.868 -1.203 1.069  C3 1.082
13 H 0.008 -0.543 -1.794  C4 1.092
14 H -0.470 0.549 -0.505  C4 1.085
15 H 1.942 0.746 0.216  C5 1.086
16 H 2.327 -0.101 -1.340  C5 1.088
17 H 1.110 2.345 -0.907  O6 0.960
18 O -2.749 2.730 -0.487  H19 0.961, H20 0.964
19 H -3.554 2.638 0.030  O18 0.961
20 H -2.870 3.576 -0.933  O18 0.964


ORCA calculation (the ωB97M-V functional and the def2-TZVPD basis) on a 2-piece molecular cluster, C5H11FN overall in a non-equilibrium geometry.

Computed properties:
Net charge: +1
ΔE to the lowest compared entry with this formula, charge and spin (kcal/mol): 109.0
Orbital gap (eV): 10.7
HOMO level (eV): -14.4

Each atom is followed by the atoms it is bonded to, with distances in Å.
CARTESIAN COORDINATES (ANGSTROEM)
1 C 3.030 -0.883 -0.150  C2 1.252, H8 1.158, H9 1.052
2 C 2.069 -0.086 -0.052  C1 1.252, F7 1.368
3 C -2.188 0.094 -0.635  N6 1.484, H10 1.078, H11 1.051, H12 1.044
4 C -0.796 1.012 1.068  N6 1.505, H13 1.165, H14 1.136, H15 1.146
5 C 0.049 -0.942 -0.178  N6 1.446, H16 1.091, H17 1.077
6 N -0.769 0.249 -0.229  C3 1.484, C4 1.505, C5 1.446, H18 1.117
7 F 1.908 1.273 -0.063  C2 1.368
8 H 4.080 -0.398 -0.203  C1 1.158
9 H 2.837 -1.910 -0.035  C1 1.052
10 H -2.526 1.117 -0.658  C3 1.078
11 H -2.325 -0.299 -1.601  C3 1.051
12 H -2.595 -0.576 0.054  C3 1.044
13 H 0.316 1.135 1.394  C4 1.165
14 H -1.413 1.937 0.838  C4 1.136
15 H -1.423 0.355 1.766  C4 1.146
16 H -0.080 -1.522 -1.093  C5 1.091
17 H 0.079 -1.413 0.790  C5 1.077
18 H -0.255 0.857 -1.013  N6 1.117